Record 1
The following is a DFT calculation (ωB97M-V/def2-TZVPD) of a structure of composition C4H6O2.

Geometry as XYZ:
```
12
Properties=species:S:1:pos:R:3:nbo_charge:R:1
C 1.02 0.21 0.15 0.07
H -1.19 -1.54 -0.48 0.18
C -0.39 -1.25 0.21 -0.06
H 2.01 0.46 0.53 0.20
C -0.05 1.15 -0.25 0.07
H -0.67 0.37 1.83 0.22
H 0.11 2.16 0.11 0.20
H -0.26 -2.03 0.97 0.19
O 0.85 -1.04 -0.51 -0.53
C -0.34 0.14 0.82 -0.32
H -0.42 0.26 -1.90 0.48
O -0.66 1.11 -1.50 -0.69
```

The frontier orbital gap comes out at 10.324 eV. The value obtained for the LUMO energy is 0.95 eV. The HOMO energy is -9.4 eV. Its multiplicity is 1.

=====

Record 2
The following is a DFT calculation (ωB97M-V/def2-TZVPD) of a structure of composition C17H22N5O4PS6Ta.

Geometry as XYZ:
```
56
Properties=species:S:1:pos:R:3:mulliken_spin:R:1
C 3.86 -2.87 2.57 0.00
N -2.16 0.94 5.74 0.00
C -3.38 -2.07 -0.92 0.00
O -4.44 0.96 0.59 0.00
H 4.74 -2.36 2.18 0.00
H 0.53 3.28 -0.43 0.00
H 4.00 -3.05 3.64 0.00
O 2.42 -1.75 0.96 0.00
C -3.58 -3.39 -1.26 0.00
N -0.81 1.01 -2.19 0.00
C 2.62 -2.03 2.38 0.00
C 0.81 2.73 -2.39 -0.01
H -6.47 -0.76 -1.47 0.00
H -0.90 2.52 -3.71 0.00
S 2.23 1.18 1.30 -0.01
H -0.34 0.36 -2.82 0.00
C 6.62 0.07 -0.47 0.00
H 5.10 1.43 0.28 0.00
C -4.86 -3.76 -1.68 0.00
H 1.71 -2.55 2.68 0.00
H 4.78 0.80 -1.35 0.00
C -5.89 -2.82 -1.75 0.00
H 2.65 -1.09 2.92 0.00
C -2.46 3.65 3.53 0.00
H 7.23 0.83 -0.96 0.00
S -1.23 2.59 0.92 -0.01
C -2.14 -1.39 -0.46 0.00
C -5.67 -1.49 -1.41 0.00
N -2.86 4.73 3.51 0.00
H -1.29 3.02 -2.07 0.00
C -2.07 1.55 4.77 0.00
C -4.40 -1.15 -1.01 0.00
H 6.67 -0.85 -1.06 0.00
O -3.72 1.28 -1.76 0.00
N 0.99 2.53 -0.94 -0.01
Ta -0.07 0.58 0.03 1.04
H -1.80 0.80 -2.23 0.00
H 1.96 2.52 -0.67 0.00
C -1.38 1.76 2.45 0.02
H -2.78 -4.11 -1.20 0.00
S -3.80 0.46 -0.57 0.00
N -2.26 -0.11 -0.25 0.00
H 1.08 3.73 -2.73 0.00
S 1.94 -0.32 -1.50 -0.02
C -1.96 2.30 3.55 0.02
P 2.82 -0.39 0.28 0.02
C 5.19 0.55 -0.37 0.00
O 4.41 -0.52 0.20 0.01
H 3.76 -3.83 2.07 0.00
S -0.75 0.14 2.37 -0.04
C -0.63 2.39 -2.66 0.00
H 1.46 2.02 -2.90 0.00
H -5.06 -4.79 -1.95 0.00
H 7.03 -0.13 0.52 0.00
H -6.87 -3.14 -2.07 0.00
S -0.59 -2.01 -0.26 -0.03
```

The expectation value of S² is 0.756. The frontier orbital gap (spin up / spin down) comes out at 6.520 / 7.002 eV. The value obtained for the LUMO energy (spin up / spin down) is -0.92 / -0.94 eV. The HOMO energy (spin up / spin down) is -7.4 / -7.9 eV. Its multiplicity is 2.

=====

Record 3
The following is a DFT calculation (ωB97M-V/def2-TZVPD) of a cluster of 2 separate species, CH6NO2 in total.

Geometry as XYZ:
```
10
Properties=species:S:1:pos:R:3:nbo_charge:R:1
O -1.17 0.78 -1.65 -1.08
H -0.14 0.68 -1.26 0.50
O 1.08 0.69 -0.49 -0.93
H -1.58 1.30 -1.05 0.43
H -0.15 -1.90 0.74 0.33
H 1.71 -0.50 0.87 0.11
C 0.81 0.04 0.74 0.10
N -0.33 -0.97 0.71 -0.93
H -0.86 -0.83 -0.14 0.38
H 0.63 0.72 1.53 0.10
```

The frontier orbital gap comes out at 7.990 eV. The value obtained for the LUMO energy is 4.91 eV. The HOMO energy is -3.1 eV. The charge is -1. Its multiplicity is 1.

=====

no.,F_max (eV Å⁻¹)
1,0.43
2,1.43
3,5.90